DFT (ωB97M-V with the def2-TZVPD basis set) results for 2 unconnected molecules or ions with the total composition C4H6ClN in a non-equilibrium geometry.

E (a.u.): -670.80853
Energy above the lowest of the compared OMol25 structures with the same formula, charge and spin (eV): 3.8114
LUMO (eV): 0.9
F_max (eV/A): 4.935

Geometry (Å):
Cl: -2.3236 -1.4151 2.9324
N: -1.6289 -1.7345 0.4894
C: 1.7264 0.1553 -0.2988
C: 1.8847 1.5706 -0.3374
C: -1.8364 -0.8140 1.3698
C: 1.6295 -0.9909 -0.0842
H: -1.4259 -2.6621 0.6443
H: 1.4408 1.9265 -1.2200
H: 1.1546 1.8210 0.4232
H: 1.6931 -2.0836 0.0410
H: -1.5356 -1.4528 -0.5093
H: 2.8879 1.9600 -0.2339